A:
This record from OMol25 describes a 2-piece molecular cluster, CH4N2O4 overall. The level of theory is wB97M-V/def2-TZVPD.

Values from the calculation:
lowest unoccupied orbital energy: 7.1 eV
M: 108.05 g mol⁻¹
net charge: -2

Structure (XYZ):
```
11
CH4N2O4 (wB97M-V/def2-TZVPD)
C -2.1570 0.2583 0.3575
N -0.7853 0.4195 0.9920
N 1.2587 -0.5243 -1.1331
O 2.0908 -0.6948 -2.1598
O 2.1840 -0.1821 0.2076
O -2.3033 -0.8540 -0.1416
O -2.9507 1.2184 0.5681
H -0.5187 1.3313 1.4394
H -0.1013 -0.2807 0.6298
H 0.8501 -1.4275 -0.8027
H 2.4326 0.7360 0.0427
```

---

B:
This record from OMol25 describes an isolated ion of composition CH4N2O4 and charge -2. The level of theory is wB97M-V/def2-TZVPD.

Values from the calculation:
lowest unoccupied orbital energy: 7.5 eV
M: 108.05 g mol⁻¹
net charge: -2
SMILES: N[C@]([O-])(O)N([O-])O

Structure (XYZ):
```
11
CH4N2O4 (wB97M-V/def2-TZVPD)
C -0.5486 -0.4343 0.1057
N -0.7477 0.8609 -0.8768
N 0.8101 -0.2237 0.7541
O 1.0354 1.0910 0.9842
O 1.7798 -0.7837 -0.3080
O -1.4239 -0.1034 1.2063
O -0.6938 -1.5673 -0.4601
H -0.4500 0.4915 -1.7815
H 0.0289 1.4208 -0.4975
H -0.8978 0.6344 1.5640
H 1.1076 -1.3863 -0.6903
```

---

Energies relative to the most stable structure, in hartree: A 0.0000; B 0.0497.

---

A:
This record from OMol25 describes C8H15NSi as an isolated structure. The level of theory is wB97M-V/def2-TZVPD.

Values from the calculation:
lowest unoccupied orbital energy: 0.7 eV
M: 153.30 g mol⁻¹

Structure (XYZ):
```
25
C8H15NSi (wB97M-V/def2-TZVPD)
C -3.2248 0.1459 0.0736
C -2.6606 -0.9884 0.7750
C -2.3426 0.3672 -0.9871
C -1.5760 -1.5010 0.1725
C -1.2383 -0.5947 -0.9174
C 2.6238 -1.4875 -0.3084
C 1.4292 1.6726 -1.2538
C 0.1752 1.3226 1.7340
N 1.6944 -0.6961 0.5363
Si 0.7208 0.5907 0.0509
H -4.1224 0.5253 0.3671
H -3.1673 -1.4673 1.6299
H -2.5293 1.0744 -1.9022
H -0.8303 -2.2681 0.4389
H -0.7294 -1.0288 -1.8612
H 2.7454 -0.9829 -1.2595
H 3.6929 -1.2394 0.1361
H 2.4517 -2.6203 -0.3703
H 1.3682 2.8068 -1.1812
H 2.5708 1.3650 -1.2237
H 1.0462 1.3946 -2.2373
H 0.2352 0.6597 2.5591
H 0.9085 2.2341 1.9351
H -0.7802 1.9208 1.7277
H 1.5389 -1.2052 1.3661
```

---

B:
This record from OMol25 describes one molecule with the formula C8H15NSi. The level of theory is wB97M-V/def2-TZVPD.

Values from the calculation:
lowest unoccupied orbital energy: 0.8 eV
M: 153.30 g mol⁻¹
SMILES: C=CCN=C=C[Si](C)(C)C

Structure (XYZ):
```
25
C8H15NSi (wB97M-V/def2-TZVPD)
C 0.3799 1.2875 -1.0654
C 2.3611 0.9394 -2.3661
C 2.8601 0.7444 -0.9801
C -2.8630 0.8118 0.9010
C -1.4529 -1.8155 -0.5545
C -0.6660 -0.9483 2.3023
C 2.1996 -0.2421 -0.2402
C 0.1801 0.7710 0.2018
N 0.9261 1.4760 -2.1084
Si -1.3107 -0.3636 0.5963
H 2.9653 1.6883 -3.0208
H 2.2170 0.0322 -2.9334
H 3.1960 1.6943 -0.4742
H -2.6262 1.5318 1.6965
H -3.1613 1.4620 0.1328
H -3.6285 0.3159 1.3341
H -1.8869 -2.7074 -0.1429
H -2.0878 -1.6460 -1.4090
H -0.4824 -1.8751 -0.9334
H -1.1923 -0.2591 2.9497
H -0.8605 -1.9372 2.5150
H 0.4167 -0.9309 2.4448
H 2.5530 -0.4493 0.8057
H 1.7657 -1.0489 -0.6184
H 0.1977 1.4688 0.9666
```

---

Energies relative to the most stable structure, in hartree: A 0.0000; B 0.0647.

---

A:
This record from OMol25 describes C8H12 as an isolated structure. The level of theory is wB97M-V/def2-TZVPD.

Values from the calculation:
lowest unoccupied orbital energy: 0.8 eV
M: 108.18 g mol⁻¹

Structure (XYZ):
```
20
C8H12 (wB97M-V/def2-TZVPD)
C -1.0173 0.3711 -1.7894
C 0.1705 -0.0825 -0.9827
C 1.2173 -0.8095 -1.2712
C 2.0733 -0.9060 -0.0372
C 1.4628 -0.3028 1.0606
C 0.1540 0.0683 0.5235
C -1.1497 -0.7943 0.8580
C 0.0148 1.4703 1.1919
H -2.2402 0.4218 -1.0094
H -1.3180 -0.4095 -2.8937
H -0.7472 1.5473 -2.0950
H 1.4070 -1.0336 -2.4120
H 3.0516 -1.4866 0.0554
H 1.5680 -0.1023 2.2416
H -0.9934 -1.5658 1.9218
H -2.0806 -0.0865 0.6990
H -1.2387 -1.7324 -0.0380
H -0.3105 1.2951 2.1998
H 0.8645 2.2093 1.0852
H -0.8883 1.9286 0.6916
```

---

B:
This record from OMol25 describes one molecule with the formula C8H12. The level of theory is wB97M-V/def2-TZVPD.

Values from the calculation:
lowest unoccupied orbital energy: 1.0 eV
M: 108.18 g mol⁻¹
SMILES: C=C/C=C/C(=C)CC

Structure (XYZ):
```
20
C8H12 (wB97M-V/def2-TZVPD)
C 0.4846 1.2121 2.6826
C -0.2358 -0.0252 2.1079
C 0.4530 -0.4599 0.8194
C 1.5644 -1.1787 0.9057
C -0.4753 -0.4082 -1.4786
C -0.0414 0.2116 -0.3878
C -0.9784 -0.3196 -3.8746
C -0.9836 0.2459 -2.6809
H -0.1946 1.7151 3.3773
H 0.5349 1.9485 1.8778
H 1.4438 0.9866 3.1353
H -0.2118 -0.8442 2.8192
H -1.2945 0.1933 1.9770
H 2.1818 -1.4436 0.0558
H 1.8397 -1.6301 1.8542
H -0.4833 -1.4984 -1.4617
H -0.1446 1.2951 -0.3490
H -1.5003 0.0674 -4.7488
H -0.5997 -1.3203 -4.0761
H -1.3588 1.2525 -2.5546
```

---

C:
This record from OMol25 describes one molecule with the formula C8H12. The level of theory is wB97M-V/def2-TZVPD.

Values from the calculation:
lowest unoccupied orbital energy: -0.6 eV
M: 108.18 g mol⁻¹

Structure (XYZ):
```
20
C8H12 (wB97M-V/def2-TZVPD)
C -0.4574 -0.4305 3.1257
C -0.5312 -0.4306 1.6294
C 0.3425 -1.2768 0.8650
C 0.1922 -0.4272 -1.4248
C 0.1340 -0.0840 -0.0096
C 0.5453 1.3619 0.2955
C -0.4457 0.2402 -3.7098
C -0.4459 0.4129 -2.3399
H -0.5214 0.5837 3.5199
H -1.2608 -0.9551 3.6456
H 0.4716 -0.9946 3.3369
H -0.1827 -2.2022 0.6134
H 1.4510 -1.4260 0.9677
H 0.4170 -1.4875 -1.4633
H 1.0558 1.7753 -0.5818
H 1.0722 1.4227 1.2557
H -0.3192 1.9497 0.6160
H -1.1163 0.8286 -4.3292
H 0.4797 -0.1760 -4.0979
H -0.8807 1.3155 -1.9147
```

---

D:
This record from OMol25 describes C8H12 as an isolated structure. The level of theory is wB97M-V/def2-TZVPD.

Values from the calculation:
lowest unoccupied orbital energy: 0.9 eV
M: 108.18 g mol⁻¹

Structure (XYZ):
```
20
C8H12 (wB97M-V/def2-TZVPD)
C 0.5462 -1.1765 -0.0033
C 0.5425 -2.4842 -0.0827
C -3.0639 0.2750 0.0780
C -1.7517 0.2999 -0.2991
C -0.6250 0.1972 0.6005
C 0.8157 0.2380 0.0321
C 0.9756 0.9244 -1.3360
C 1.8131 0.6507 1.0955
H 1.2780 -3.0637 -0.5353
H -0.3635 -2.9861 0.2274
H -3.9313 0.4289 -0.5786
H -3.3295 0.1796 1.0466
H -1.3678 0.5344 -1.3047
H -0.5631 0.1669 1.6438
H 0.5849 1.9931 -1.2710
H 0.5014 0.4084 -2.1878
H 2.1190 0.9332 -1.4438
H 1.4220 1.7039 1.4454
H 2.8060 0.7842 0.8535
H 1.5914 -0.0071 2.0195
```

---

Energies relative to the most stable structure, in hartree: A 0.1681; B 0.0000; C 0.2327; D 0.0941.

---

A:
This record from OMol25 describes one molecule with the formula C5H6N2O3. The level of theory is wB97M-V/def2-TZVPD.

Values from the calculation:
lowest unoccupied orbital energy: 0.0 eV
M: 142.11 g mol⁻¹
SMILES: [H]/N=C(/O)Cc1coc(=O)[nH]1

Structure (XYZ):
```
16
C5H6N2O3 (wB97M-V/def2-TZVPD)
O 3.0930 1.1636 0.1647
C 2.1391 0.4209 0.0754
N 0.9288 0.6136 -0.5134
C 0.1470 -0.5386 -0.3970
C -1.2496 -0.6341 -0.8956
C -2.2202 0.2769 -0.1671
N -2.3057 0.3564 1.1299
C 0.9119 -1.4258 0.2596
O 2.1359 -0.8607 0.5316
H 0.6892 1.4501 -1.0284
H -1.3097 -0.3788 -1.9630
H -1.5947 -1.6723 -0.7890
H 0.7167 -2.4220 0.6383
O -3.4528 0.2032 -0.6237
H -1.3928 0.3241 1.5770
H -3.8707 0.2022 0.4937
```

---

B:
This record from OMol25 describes C5H6N2O3 as an isolated structure. The level of theory is wB97M-V/def2-TZVPD.

Values from the calculation:
lowest unoccupied orbital energy: -1.7 eV
M: 142.11 g mol⁻¹

Structure (XYZ):
```
16
C5H6N2O3 (wB97M-V/def2-TZVPD)
O 0.7898 1.3674 -1.3462
C 1.6518 1.1713 -0.3909
C 1.8588 -0.2484 0.1196
C 0.6593 -1.1828 -0.0048
N -0.4724 -0.7311 0.7579
C -1.6160 -0.4699 0.4736
O 2.1954 2.1060 0.1843
C -2.8532 -0.4559 1.1912
N -3.8515 -0.3048 1.7511
H 2.6918 -0.6976 -0.4408
H 2.1833 -0.2089 1.1671
H 0.4063 -1.3115 -1.0678
H 0.8955 -2.1972 0.3460
O -1.7853 0.6288 -0.8571
H -0.4051 1.1515 -1.2295
H -2.3485 1.3831 -0.6536
```

---

C:
This record from OMol25 describes one molecule with the formula C5H6N2O3. The level of theory is wB97M-V/def2-TZVPD.

Values from the calculation:
lowest unoccupied orbital energy: -0.5 eV
M: 142.11 g mol⁻¹
SMILES: CC1=N[C@@H](O)C([N+](=O)[O-])=C1

Structure (XYZ):
```
16
C5H6N2O3 (wB97M-V/def2-TZVPD)
C -0.8762 1.1404 -0.4695
C 0.0614 1.7944 -1.0886
C -0.2214 -0.0638 0.1590
C 1.4195 1.0627 -0.8937
C -0.8021 -1.2113 0.8353
N 1.0734 -0.0396 -0.0872
N -0.2048 3.1050 -1.8946
O -1.1865 3.0778 -2.5489
O 0.6952 3.9151 -1.8408
O 2.2773 0.7742 -1.9785
H -1.8083 1.5468 -0.3979
H 2.1024 1.7032 -0.2071
H -0.5353 -1.2703 1.8782
H -0.4540 -2.0689 0.3294
H -1.9088 -1.1370 0.7488
H 2.6811 0.0029 -1.6031
```

---

Energies relative to the most stable structure, in hartree: A 0.0000; B 0.0655; C 0.1183.